Entry 1:
DFT (wB97M-V/def2-TZVPD) results for C4H9NO in the gas phase at a distorted geometry.

Energy above the lowest of the compared OMol25 structures with the same formula, charge and spin ... 2.424 eV
SMILES ... CNCCC=O
LUMO level ... 0.92 eV
Kohn-Sham gap ... 0.3626 Eh

Structure (XYZ):
```
15
Properties=species:S:1:pos:R:3:lowdin_charge:R:1
C 0.822 1.716 -1.463 -0.20
N 0.086 1.143 -0.369 -0.20
C 0.205 -0.319 -0.144 -0.27
C -0.696 -0.659 1.034 -0.20
C -0.966 -2.139 1.263 -0.28
O -1.921 -2.599 1.872 0.03
H 0.568 2.855 -1.655 0.10
H 0.529 1.189 -2.412 0.08
H 1.996 1.679 -1.389 0.09
H 0.223 1.683 0.563 0.15
H -0.095 -0.860 -1.083 0.13
H 1.356 -0.517 0.109 0.15
H -0.306 -0.277 2.044 0.14
H -1.676 -0.091 0.947 0.14
H -0.126 -2.805 0.682 0.15
```


Entry 2:
DFT (wB97M-V/def2-TZVPD) results for C4H9NO in the gas phase at a distorted geometry.

Energy above the lowest of the compared OMol25 structures with the same formula, charge and spin ... 0.816 eV
SMILES ... CC(=O)N(C)C
LUMO level ... 0.84 eV
Kohn-Sham gap ... 0.3696 Eh

Structure (XYZ):
```
15
Properties=species:S:1:pos:R:3:lowdin_charge:R:1
C -1.854 0.615 0.462 0.00
C -0.919 -0.356 -0.259 -0.53
O -1.425 -1.034 -1.141 0.03
N 0.406 -0.339 -0.039 -0.16
C 1.019 0.693 0.816 -0.04
C 1.223 -1.105 -0.956 -0.05
H -2.076 0.328 1.489 0.08
H -2.739 0.670 -0.155 0.08
H -1.412 1.611 0.563 0.07
H 2.080 0.466 0.840 0.08
H 0.952 1.651 0.289 0.09
H 0.498 0.741 1.763 0.08
H 0.818 -0.965 -1.961 0.09
H 1.165 -2.174 -0.756 0.09
H 2.263 -0.804 -0.955 0.08
```


Entry 3:
DFT (wB97M-V/def2-TZVPD) results for C4H9NO in the gas phase at a distorted geometry.

Energy above the lowest of the compared OMol25 structures with the same formula, charge and spin ... 3.575 eV
SMILES ... C/N=C(/C)OC
LUMO level ... 0.94 eV
Kohn-Sham gap ... 0.3844 Eh

Structure (XYZ):
```
15
Properties=species:S:1:pos:R:3:lowdin_charge:R:1
C 0.587 1.914 -0.499 -0.04
N -0.394 1.432 0.790 0.13
C -0.643 0.219 0.545 -0.48
C -1.416 -0.908 1.192 0.00
O -0.154 -0.179 -0.683 -0.22
C 0.895 -1.097 -0.740 -0.10
H 0.974 1.425 -1.448 0.08
H -0.007 2.742 -0.844 0.05
H 1.468 2.150 0.074 0.05
H -2.112 -1.296 0.436 0.09
H -0.722 -1.730 1.423 0.08
H -1.970 -0.660 2.095 0.08
H 1.490 -0.880 -1.637 0.09
H 0.440 -2.080 -0.833 0.09
H 1.565 -1.054 0.132 0.11
```


Entry 4:
DFT (wB97M-V/def2-TZVPD) results for C4H9NO in the gas phase.

Energy above the lowest of the compared OMol25 structures with the same formula, charge and spin ... 1.815 eV
SMILES ... CN(C)CC=O
LUMO level ... 0.97 eV
Kohn-Sham gap ... 0.3628 Eh

Structure (XYZ):
```
15
Properties=species:S:1:pos:R:3:lowdin_charge:R:1
C -1.256 -0.888 0.294 -0.11
N -0.303 0.208 0.266 -0.28
C -0.931 1.421 -0.237 -0.11
C 0.961 -0.116 -0.374 -0.18
C 2.073 -0.613 0.535 -0.24
O 2.977 -1.262 0.064 0.04
H -1.620 -1.164 -0.714 0.09
H -2.128 -0.604 0.896 0.08
H -0.806 -1.772 0.755 0.09
H -1.826 1.642 0.358 0.08
H -0.252 2.274 -0.133 0.08
H -1.245 1.352 -1.295 0.09
H 1.348 0.779 -0.880 0.13
H 0.960 -0.899 -1.150 0.13
H 2.049 -0.357 1.617 0.13
```


Entry 5:
DFT (wB97M-V/def2-TZVPD) results for a molecular structure, C4H9NO.

Energy above the lowest of the compared OMol25 structures with the same formula, charge and spin ... 4.825 eV
LUMO level ... 1.08 eV
Kohn-Sham gap ... 0.3165 Eh

Structure (XYZ):
```
15
Properties=species:S:1:pos:R:3:lowdin_charge:R:1
C 2.408 -0.477 -0.022 -0.12
C 1.413 0.571 0.397 -0.16
C -0.223 0.144 -0.441 -0.30
O -0.053 -0.416 0.724 -0.07
N -1.515 0.413 -0.733 -0.04
C -2.608 -0.156 0.047 -0.10
H 2.266 -0.743 -1.071 0.07
H 3.426 -0.095 0.119 0.08
H 2.279 -1.375 0.586 0.08
H 1.467 0.806 1.466 0.10
H 1.528 1.510 -0.153 0.09
H -1.715 0.733 -1.668 0.11
H -2.576 -1.253 0.025 0.08
H -2.536 0.158 1.090 0.08
H -3.560 0.180 -0.368 0.08
```


Entry 6:
DFT (wB97M-V/def2-TZVPD) results for a molecular structure, C4H9NO at a distorted geometry.

Energy above the lowest of the compared OMol25 structures with the same formula, charge and spin ... 4.459 eV
LUMO level ... 0.65 eV
Kohn-Sham gap ... 0.3629 Eh

Structure (XYZ):
```
15
Properties=species:S:1:pos:R:3:lowdin_charge:R:1
C -0.819 1.154 -0.075 -0.12
C -1.450 -1.281 0.062 -0.14
C 0.904 -0.666 -0.065 -0.52
C 1.930 0.499 0.065 -0.02
H -1.921 1.182 -0.489 0.11
H -0.741 1.694 0.930 0.10
H -0.217 1.878 -0.696 0.07
H -2.474 -0.903 0.987 0.16
H -0.678 -2.386 0.551 0.18
H -1.848 -1.524 -1.242 0.15
H 1.742 0.956 1.049 0.08
H 2.997 0.130 -0.171 0.11
H 1.733 1.352 -0.676 0.08
N -0.425 -0.256 -0.136 -0.26
O 1.267 -1.830 -0.093 0.01
```


Entry 7:
DFT (wB97M-V/def2-TZVPD) results for 2 unconnected molecules or ions with the total composition C4H9NO at a distorted geometry.

Energy above the lowest of the compared OMol25 structures with the same formula, charge and spin ... 2.554 eV
SMILES ... C=CN.CC=O
LUMO level ... 0.96 eV
Kohn-Sham gap ... 0.3374 Eh

Structure (XYZ):
```
15
Properties=species:S:1:pos:R:3:lowdin_charge:R:1
C -0.779 1.562 1.749 -0.05
C -1.491 0.495 1.431 -0.32
N -1.331 -0.756 2.035 0.04
H 0.219 1.626 2.185 0.05
H -1.084 2.589 1.598 0.03
H -2.296 0.376 0.716 0.11
H -0.619 -0.773 2.741 0.08
H -1.609 -1.565 1.495 0.08
C 1.885 -0.527 -2.202 -0.06
C 0.493 -0.482 -1.636 -0.33
O -0.531 -0.533 -2.264 0.04
H 2.517 0.296 -1.888 0.07
H 1.878 -0.483 -3.300 0.08
H 2.270 -1.556 -2.121 0.09
H 0.478 -0.269 -0.539 0.10
```


Entry 8:
DFT (wB97M-V/def2-TZVPD) results for a molecular structure, C4H9NO.

Energy above the lowest of the compared OMol25 structures with the same formula, charge and spin ... 3.426 eV
LUMO level ... 0.89 eV
Kohn-Sham gap ... 0.3180 Eh

Structure (XYZ):
```
15
Properties=species:S:1:pos:R:3:lowdin_charge:R:1
C 1.984 0.606 -0.220 -0.17
C 0.970 -0.036 -0.941 -0.10
N -0.706 -0.071 0.051 -0.09
C -1.719 -1.055 -0.236 -0.10
C -0.741 0.583 1.161 -0.27
O 0.189 1.394 1.539 0.01
H 2.717 -0.009 0.296 0.05
H 1.055 1.166 0.869 0.06
H 2.341 1.564 -0.592 0.06
H 0.960 -1.120 -1.040 0.09
H 0.517 0.476 -1.788 0.09
H -1.302 -2.069 -0.177 0.08
H -2.114 -0.913 -1.248 0.08
H -2.556 -0.990 0.475 0.08
H -1.596 0.473 1.851 0.14
```


Entry 9:
DFT (wB97M-V/def2-TZVPD) results for C4H9NO in the gas phase at a distorted geometry.

Energy above the lowest of the compared OMol25 structures with the same formula, charge and spin ... 0.575 eV
SMILES ... CCNC(C)=O
LUMO level ... 0.92 eV
Kohn-Sham gap ... 0.3873 Eh

Structure (XYZ):
```
15
Properties=species:S:1:pos:R:3:lowdin_charge:R:1
C -2.110 0.508 0.094 -0.09
C -1.208 -0.479 -0.642 -0.24
N 0.165 -0.017 -0.749 0.05
C 1.111 -0.549 0.066 -0.56
C 2.415 0.158 0.340 -0.01
O 0.903 -1.531 0.765 0.02
H -3.136 0.127 0.129 0.07
H -2.129 1.481 -0.410 0.07
H -1.769 0.663 1.124 0.08
H -1.154 -1.424 -0.097 0.11
H -1.596 -0.689 -1.643 0.11
H 0.374 0.806 -1.292 0.14
H 2.810 1.044 -0.162 0.07
H 3.177 -0.628 0.368 0.09
H 2.092 0.501 1.325 0.09
```


Entry 10:
DFT (wB97M-V/def2-TZVPD) results for C4H9NO in the gas phase.

Energy above the lowest of the compared OMol25 structures with the same formula, charge and spin ... 2.014 eV
SMILES ... CN(C)CC=O
LUMO level ... 0.95 eV
Kohn-Sham gap ... 0.3563 Eh

Structure (XYZ):
```
15
Properties=species:S:1:pos:R:3:lowdin_charge:R:1
C -0.100 1.578 0.766 -0.12
N -0.272 0.147 0.596 -0.28
C 0.928 -0.566 0.984 -0.12
C -0.832 -0.157 -0.722 -0.16
C -0.313 -1.354 -1.498 -0.24
O -0.500 -1.453 -2.690 0.04
H 0.691 1.994 0.111 0.09
H 0.164 1.797 1.807 0.08
H -1.036 2.100 0.544 0.09
H 1.169 -0.301 2.019 0.08
H 0.764 -1.647 0.972 0.07
H 1.813 -0.333 0.360 0.10
H -0.735 0.696 -1.410 0.12
H -1.912 -0.344 -0.616 0.13
H 0.198 -2.168 -0.950 0.11
```


- Which of these has the highest Kohn-Sham gap?
  number 9


- Which value of Kohn-Sham gap does entry 8 give?
  0.3180 Eh